Molecular formula: C42H54B2F4N5O5PSSn
Method: DFT, ωB97M-V with the def2-TZVPD basis set

Computed properties:
Total charge: +2
Energy above the lowest of the compared OMol25 structures with the same formula, charge and spin, kcal/mol: 7.60
HOMO level, eV: -12.8
HOMO-LUMO gap, eV: 4.3861
E_LUMO, eV: -8.40
E_tot, eV: -100286.052

XYZ file:
```
115
Properties=species:S:1:pos:R:3:mulliken_charge:R:1
Sn 0.24 0.41 -0.25 0.809
C 1.60 -3.25 2.55 -1.617
C 1.48 -2.38 1.35 -1.933
N 1.33 -1.12 1.40 1.281
O 1.39 -0.53 2.61 -0.644
B 2.14 0.77 2.56 0.769
F 2.93 0.73 1.39 0.085
F 2.91 0.93 3.66 -0.245
O 1.18 1.90 2.47 -0.715
N 0.03 1.55 1.84 0.732
C -1.06 1.56 2.50 0.504
C -1.16 1.96 3.92 -1.893
C -2.25 1.08 1.75 0.247
N -1.97 0.38 0.74 0.424
O -2.94 -0.18 -0.01 -0.818
B -2.60 -1.59 -0.28 0.751
F -3.67 -2.24 -0.80 -0.278
F -2.09 -2.15 0.89 -0.303
O -1.49 -1.62 -1.35 -0.194
N -0.23 -1.87 -0.91 0.322
C 0.13 -3.00 -0.44 -1.648
C -0.71 -4.21 -0.27 -1.786
C -3.63 1.35 2.24 -1.853
H 2.08 -2.70 3.37 0.506
H 2.13 -4.17 2.34 0.364
H 0.59 -3.48 2.89 0.363
H -0.16 2.08 4.34 0.400
H -1.71 1.22 4.49 0.392
H -1.68 2.92 4.01 0.422
H -1.57 -4.17 -0.93 0.354
H -1.09 -4.21 0.75 0.396
H -0.13 -5.12 -0.43 0.488
H -3.80 2.42 2.38 0.413
H -3.80 0.85 3.19 0.383
H -4.35 0.96 1.52 0.457
O 1.83 1.95 -0.80 -0.348
S 2.82 2.82 0.00 0.600
C 2.71 4.34 -0.95 0.326
C 2.75 5.56 -0.29 -0.286
C 2.57 6.72 -1.03 -0.760
C 2.37 6.65 -2.40 -0.714
C 2.35 5.42 -3.05 -0.398
C 2.52 4.26 -2.32 -0.271
C 4.42 2.26 -0.58 0.803
C 5.49 3.14 -0.56 -0.788
C 6.73 2.70 -0.99 -0.740
C 6.89 1.39 -1.41 -0.804
C 5.81 0.51 -1.40 -0.933
C 4.57 0.94 -0.98 0.249
H 2.90 5.60 0.78 0.530
H 2.59 7.68 -0.53 0.440
H 2.23 7.56 -2.97 0.439
H 2.21 5.37 -4.12 0.501
H 2.49 3.28 -2.79 0.065
H 5.35 4.16 -0.23 0.475
H 7.57 3.37 -0.98 0.450
H 7.85 1.04 -1.75 0.445
H 5.95 -0.52 -1.72 0.556
H 3.72 0.28 -0.94 0.335
C -0.98 -1.80 -4.30 -1.611
C -1.60 -0.41 -4.43 2.163
C -3.11 -0.52 -4.28 -1.731
C -1.21 0.19 -5.79 -1.467
P -0.88 0.72 -3.08 0.527
C 0.86 0.86 -3.62 1.460
C 1.33 1.80 -4.53 -1.210
C 2.64 1.71 -5.00 -0.779
C 3.47 0.69 -4.58 -1.230
C 3.01 -0.25 -3.67 -0.803
C 1.72 -0.16 -3.18 -0.078
C -1.79 2.37 -2.83 2.524
C -1.94 3.18 -4.13 -1.664
C -0.96 3.17 -1.82 -1.537
C -3.17 2.09 -2.24 -1.917
H -1.33 -2.41 -5.12 0.773
H -1.30 -2.27 -3.37 0.093
H 0.11 -1.77 -4.34 0.284
H -3.48 -1.28 -4.97 0.505
H -3.63 0.41 -4.52 0.347
H -3.39 -0.84 -3.27 0.289
H -1.69 -0.42 -6.56 0.569
H -0.13 0.14 -5.95 0.315
H -1.54 1.21 -5.93 0.241
H 0.69 2.59 -4.89 0.245
H 2.99 2.45 -5.71 0.524
H 4.48 0.63 -4.96 0.447
H 3.66 -1.05 -3.33 0.751
H 1.36 -0.89 -2.46 0.562
H -0.98 3.46 -4.56 0.278
H -2.47 4.10 -3.88 0.541
H -2.53 2.65 -4.87 0.337
H 0.09 3.22 -2.09 0.023
H -1.04 2.73 -0.82 -0.082
H -1.35 4.19 -1.77 0.983
H -3.90 1.82 -3.00 0.415
H -3.54 2.99 -1.75 0.523
H -3.15 1.29 -1.50 0.356
C 1.28 -4.42 -2.66 -1.173
C 2.41 -4.50 -1.65 0.827
C 3.44 -5.36 -2.01 -1.093
C 4.61 -5.44 -1.29 -0.970
C 4.82 -4.53 -0.27 -0.850
C 3.82 -3.65 0.15 0.607
C 4.25 -2.62 1.16 -1.283
C 2.54 -3.73 -0.46 1.932
N 1.45 -3.00 0.07 2.107
H 0.72 -5.36 -2.70 0.454
H 1.74 -4.30 -3.65 0.623
H 0.58 -3.61 -2.52 -0.483
H 3.31 -5.96 -2.90 0.518
H 5.39 -6.14 -1.58 0.421
H 5.78 -4.49 0.22 0.502
H 5.31 -2.41 1.01 0.576
H 4.16 -2.99 2.18 0.308
H 3.72 -1.68 1.07 -0.094
```

Molecular formula: C42H54HfN11O3PS2Se
Method: DFT, ωB97M-V with the def2-TZVPD basis set

Computed properties:
Total charge: -1
Energy above the lowest of the compared OMol25 structures with the same formula, charge and spin, kcal/mol: 133.00
Spin multiplicity: 2
HOMO level (alpha / beta), eV: -2.8 / -4.2
HOMO-LUMO gap (alpha / beta), eV: 4.7331 / 6.1687
E_LUMO (alpha / beta), eV: 1.95 / 1.95
E_tot, eV: -164577.316

XYZ file:
```
115
Properties=species:S:1:pos:R:3:mulliken_charge:R:1
Hf -0.07 0.70 0.81 2.111
C -3.30 1.29 1.63 -0.598
N -2.02 1.73 1.12 1.283
C -2.07 3.02 0.68 -0.296
C -1.08 3.50 -0.20 -0.574
C -0.89 4.66 -0.89 -0.966
C 0.25 4.43 -1.72 -1.328
C 0.70 3.14 -1.42 -0.970
N -0.13 2.53 -0.46 1.550
C -3.51 1.51 3.04 1.071
C -3.61 2.81 3.55 -0.405
C -3.88 3.06 4.90 -0.641
C -4.10 2.00 5.78 -0.840
C -4.06 0.74 5.26 -0.550
C -3.81 0.48 3.86 0.524
H -3.56 0.27 1.33 -1.272
H -3.97 1.96 1.11 0.822
H -2.94 3.65 0.95 0.429
H -1.61 5.48 -1.00 0.477
H 0.73 5.11 -2.41 0.425
H 1.46 2.46 -1.73 0.626
H -3.38 3.66 2.87 0.050
H -3.94 4.08 5.21 0.466
H -4.28 2.11 6.82 0.435
H -3.93 -0.14 5.96 0.271
H -3.76 -0.53 3.46 0.296
Se -2.05 -3.82 -1.91 -0.298
C -1.26 -2.37 -0.92 -1.092
N -1.10 -1.32 0.93 0.292
O 1.91 0.30 1.16 0.167
N 3.02 -0.41 0.82 0.432
C 3.52 -0.47 -0.49 0.262
C 4.81 -0.70 -0.69 -0.593
C 5.72 -1.02 0.35 -0.821
C 5.18 -0.99 1.64 -0.592
C 3.85 -0.68 1.86 -0.726
H 2.76 -0.43 -1.30 -0.625
H 5.12 -0.89 -1.71 0.399
H 6.77 -1.14 0.18 0.375
H 5.89 -1.19 2.44 0.332
H 3.53 -0.60 2.86 0.601
N 0.41 -0.15 -0.97 0.587
P -0.15 -1.20 -1.92 -1.146
N 0.99 -2.15 -2.72 1.541
C 1.85 -1.51 -3.74 -0.636
C 2.08 -2.44 -4.94 -0.906
C 2.86 -3.66 -4.33 -0.792
C 2.02 -4.34 -3.24 -1.106
C 1.57 -3.38 -2.17 0.085
N -2.13 -1.35 -0.13 0.073
C -3.41 -1.94 0.30 -0.761
C -3.38 -2.72 1.60 -0.569
C -2.56 -4.00 1.52 -1.063
C -1.04 -3.80 1.34 -1.331
C -0.59 -2.66 0.45 0.427
N -1.00 -0.58 -3.13 0.231
C -1.31 -1.18 -4.40 -0.587
C -2.85 -1.20 -4.71 -1.237
C -3.60 -0.57 -3.58 0.253
C -3.03 0.86 -3.42 -1.021
C -1.52 0.84 -3.03 1.151
H 2.84 -1.28 -3.36 0.020
H 1.47 -0.55 -4.06 0.538
H 2.58 -1.83 -5.70 0.401
H 1.11 -2.82 -5.23 0.251
H 3.73 -3.10 -3.97 0.279
H 3.17 -4.37 -5.08 0.419
H 2.57 -5.17 -2.86 0.466
H 1.11 -4.68 -3.75 0.288
H 2.44 -3.09 -1.58 0.227
H 0.83 -3.88 -1.54 0.068
H -3.62 -2.67 -0.50 0.806
H -4.24 -1.16 0.27 0.420
H -4.42 -3.05 1.83 0.504
H -3.06 -2.10 2.46 -0.454
H -2.91 -4.62 0.70 0.363
H -2.59 -4.54 2.48 0.530
H -0.61 -4.72 0.98 0.319
H -0.52 -3.55 2.31 0.408
H 0.50 -2.74 0.44 0.485
H -1.51 -1.49 1.84 -0.779
H -0.91 -2.14 -4.39 0.084
H -0.80 -0.57 -5.20 0.497
H -3.13 -2.27 -4.75 0.454
H -3.06 -0.73 -5.63 0.370
H -3.54 -1.16 -2.64 -0.576
H -4.67 -0.53 -3.74 0.538
H -3.61 1.50 -2.73 0.365
H -3.12 1.34 -4.35 0.410
H -1.32 1.22 -1.98 -1.350
H -1.01 1.42 -3.79 0.542
N 5.71 2.86 -0.90 -0.522
C 4.62 2.90 -0.08 0.345
C 3.58 3.79 -0.28 -0.961
C 2.61 4.01 0.69 -0.176
C 2.59 3.24 1.83 -0.332
C 3.53 2.26 2.01 -0.519
C 4.57 2.13 1.11 -0.540
S 1.38 3.54 3.07 1.204
O 2.02 3.53 4.39 -0.794
O 0.61 4.70 2.71 -0.768
N 0.47 2.20 2.80 -0.143
C 0.05 1.36 3.72 -0.012
S -0.07 1.49 5.50 -0.158
C -0.61 -0.15 5.52 -0.400
C -0.69 -0.69 4.27 -1.208
N -0.35 0.17 3.28 -0.124
H 5.58 3.26 -1.79 0.201
H 6.27 2.08 -0.78 0.236
H 3.44 4.33 -1.21 0.268
H 1.87 4.75 0.48 0.761
H 3.48 1.66 2.94 0.620
H 5.33 1.36 1.22 0.583
H -0.80 -0.65 6.42 0.569
H -1.07 -1.66 4.08 0.274
```

Molecular formula: C42H55BN11O3STl
Method: DFT, ωB97M-V with the def2-TZVPD basis set

Computed properties:
Total charge: +1
Energy above the lowest of the compared OMol25 structures with the same formula, charge and spin, kcal/mol: 0.00
Spin multiplicity: 2
HOMO level (alpha / beta), eV: -9.8 / -9.8
HOMO-LUMO gap (alpha / beta), eV: 4.5314 / 4.0302
E_LUMO (alpha / beta), eV: -5.23 / -5.73
E_tot, eV: -83173.347

XYZ file:
```
114
Properties=species:S:1:pos:R:3:mulliken_charge:R:1
Tl 15.96 9.99 13.65 0.757
C 8.89 11.49 13.20 -1.947
C 9.19 10.72 11.90 2.056
C 8.41 9.41 11.88 -1.025
C 8.64 11.61 10.78 -1.687
C 10.73 10.52 11.86 -0.582
C 11.46 10.35 12.98 -0.872
C 12.85 10.03 12.91 -0.038
N 13.62 9.65 13.90 -0.324
C 13.21 8.94 15.13 1.795
C 11.82 8.51 15.27 -1.609
C 11.11 8.78 16.36 1.096
C 11.55 9.90 17.30 -0.544
C 12.87 10.38 17.23 -0.219
C 13.79 9.86 16.21 0.092
O 15.01 10.04 16.19 -0.976
C 13.55 11.20 18.31 1.886
C 12.44 11.80 19.25 -1.900
C 14.38 12.36 17.83 -1.531
C 14.34 10.23 19.21 -1.514
C 9.89 7.95 16.71 1.727
C 10.21 7.03 17.88 -1.684
C 8.75 8.88 17.13 -1.563
C 9.46 6.99 15.58 -1.659
C 13.52 10.35 11.62 0.952
O 14.77 10.61 11.61 -0.870
C 12.71 10.42 10.47 -0.116
C 11.33 10.46 10.58 -0.083
C 13.40 10.31 9.15 2.192
C 14.32 11.53 8.88 -1.720
C 14.33 9.06 9.14 -1.910
C 12.43 10.17 7.96 -1.938
H 7.98 12.09 13.09 0.429
H 9.67 12.19 13.50 0.450
H 8.68 10.83 14.07 0.273
H 7.32 9.66 11.73 0.381
H 8.54 8.98 12.83 -0.114
H 8.74 8.79 11.04 0.338
H 7.65 12.05 10.96 0.464
H 8.54 11.03 9.82 0.319
H 9.31 12.52 10.64 0.355
H 10.91 10.40 13.91 0.896
H 11.35 7.93 14.44 0.471
H 10.98 10.28 18.13 0.391
H 11.68 12.35 18.66 0.422
H 12.90 12.46 20.02 0.409
H 11.86 11.03 19.77 0.399
H 13.82 12.96 17.07 0.291
H 15.26 11.98 17.36 0.243
H 14.60 13.05 18.68 0.440
H 13.73 9.38 19.50 0.237
H 14.65 10.76 20.13 0.529
H 15.24 9.93 18.73 0.275
H 10.44 7.66 18.77 0.329
H 11.07 6.36 17.78 0.289
H 9.34 6.48 18.19 0.478
H 8.99 9.52 17.97 0.311
H 7.91 8.27 17.51 0.445
H 8.45 9.54 16.33 0.189
H 10.27 6.27 15.38 0.390
H 9.20 7.47 14.62 -0.018
H 8.57 6.51 15.88 0.549
H 10.74 10.32 9.66 0.337
H 15.01 11.56 9.72 0.339
H 13.80 12.49 8.85 0.342
H 14.82 11.42 7.92 0.470
H 15.16 9.21 9.81 0.452
H 14.66 8.95 8.15 0.604
H 13.76 8.20 9.51 0.291
H 11.87 11.14 7.80 0.337
H 11.73 9.37 8.22 0.452
H 12.93 9.93 7.00 0.372
C 18.36 5.50 13.05 -1.111
C 17.67 6.62 12.54 -0.300
N 18.45 7.71 12.60 -0.335
N 19.63 7.42 13.16 0.735
C 19.56 6.03 13.56 -0.081
B 20.74 8.46 13.56 0.222
N 20.96 9.54 12.34 0.993
C 21.97 10.52 12.33 -0.411
C 21.61 11.45 11.30 -0.800
C 20.45 10.93 10.73 -0.276
N 20.11 9.73 11.32 -0.968
N 20.46 8.99 14.94 0.510
C 21.28 9.11 16.04 -0.110
C 20.60 9.96 16.98 -1.018
C 19.37 10.30 16.34 -0.308
N 19.27 9.73 15.09 -0.683
N 22.20 7.72 13.63 0.782
C 23.18 7.56 12.68 -0.292
C 24.21 6.74 13.24 -0.801
C 23.64 6.35 14.44 -0.239
N 22.46 6.93 14.69 -1.146
H 18.02 4.46 13.13 0.390
H 16.66 6.65 12.12 0.965
H 20.37 5.53 14.08 0.534
H 22.78 10.58 13.01 0.485
H 22.06 12.41 10.99 0.350
H 19.85 11.33 9.94 0.443
H 22.23 8.63 16.16 0.512
H 21.00 10.31 17.92 0.380
H 18.56 10.92 16.68 0.493
H 23.09 8.07 11.73 0.488
H 25.24 6.57 12.91 0.364
H 24.10 5.74 15.19 0.452
O 13.92 7.28 17.61 -0.335
S 14.35 6.79 16.27 0.272
N 14.04 7.59 15.01 -0.146
C 13.32 4.56 10.03 -1.018
C 14.41 5.36 10.59 0.522
N 15.36 5.88 11.02 -0.544
H 13.74 4.01 9.18 0.313
H 12.55 5.21 9.65 0.307
H 12.99 3.78 10.73 0.311
```

Molecular formula: C42H55Cl2GeN5O5Ti
Method: DFT, ωB97M-V with the def2-TZVPD basis set

Computed properties:
HOMO level, eV: -7.7
HOMO-LUMO gap, eV: 7.3130
E_LUMO, eV: -0.41
E_tot, eV: -166814.212

XYZ file:
```
111
Properties=species:S:1:pos:R:3:mulliken_charge:R:1
Ti -1.68 1.40 -0.85 -0.893
Cl -4.46 6.51 -4.51 -0.215
C -4.30 5.15 -3.44 -0.242
C -3.03 4.63 -3.17 -1.097
C -2.93 3.58 -2.31 -0.123
N -1.62 3.15 -1.86 0.416
C -0.67 3.13 -2.87 0.001
O -0.92 3.22 -4.06 -0.643
C 0.79 3.18 -2.53 0.341
C 1.78 2.83 -3.50 -0.923
C 3.09 3.04 -3.28 -0.252
C 3.50 3.44 -1.98 -0.803
C 2.49 3.64 -1.08 -0.063
N 1.17 3.56 -1.33 -0.194
C -4.02 2.89 -1.83 0.988
C -5.30 3.43 -2.06 -0.961
C -5.39 4.59 -2.79 0.213
Cl -6.83 5.53 -2.70 -0.237
N -3.71 1.69 -1.18 1.233
C -4.61 0.69 -0.97 0.483
O -5.79 0.68 -1.24 -0.745
C -4.03 -0.47 -0.24 0.244
C -4.87 -1.55 0.10 -0.921
C -4.30 -2.52 0.95 -0.403
C -2.97 -2.40 1.35 -1.085
C -2.24 -1.36 0.86 -0.478
N -2.73 -0.43 0.02 0.556
H -2.15 5.06 -3.58 0.773
H 1.57 2.55 -4.53 0.436
H 3.77 2.78 -4.06 0.484
H 4.55 3.50 -1.74 0.398
H 2.67 3.89 0.00 0.327
H -6.16 3.00 -1.63 0.620
H -5.80 -1.72 -0.36 0.541
H -4.79 -3.45 1.17 0.395
H -2.46 -3.16 1.95 0.514
H -1.17 -1.19 1.12 0.492
C 4.12 -5.97 3.91 -1.660
C 2.88 -5.55 4.64 1.630
C 1.70 -6.30 4.02 -1.615
C 3.05 -5.70 6.15 -1.616
O 2.80 -4.12 4.32 -0.004
Ge 1.60 -2.79 4.51 -0.431
O 2.75 -1.42 4.61 -0.052
C 4.14 -0.98 4.59 1.838
C 4.30 -0.08 5.81 -1.610
C 4.34 -0.23 3.24 -1.414
C 5.10 -2.20 4.67 -1.548
O -1.02 1.99 0.72 -0.019
C -0.96 3.00 1.77 1.614
C -2.09 4.03 1.56 -1.631
C -1.07 2.20 3.07 -1.742
C 0.37 3.65 1.66 -1.122
H 4.29 -7.06 3.94 0.427
H 4.11 -5.73 2.85 0.385
H 4.99 -5.45 4.27 0.360
H 1.86 -7.38 4.09 0.408
H 0.69 -5.99 4.45 0.320
H 1.67 -6.13 2.94 0.385
H 2.09 -5.58 6.66 0.391
H 3.37 -6.73 6.35 0.395
H 3.78 -5.04 6.55 0.333
H 3.57 0.76 5.67 0.359
H 3.91 -0.69 6.66 0.367
H 5.33 0.23 5.92 0.391
H 3.43 0.31 2.97 0.154
H 5.21 0.45 3.34 0.371
H 4.49 -0.96 2.42 0.358
H 4.81 -2.89 5.50 0.175
H 5.11 -2.69 3.74 0.420
H 6.12 -1.84 4.86 0.487
H -3.09 3.61 1.55 0.344
H -2.14 4.68 2.45 0.514
H -1.85 4.76 0.73 0.217
H -2.08 1.74 3.25 0.307
H -0.26 1.50 3.17 0.408
H -1.04 2.87 3.95 0.401
H 0.49 4.03 0.65 0.382
H 0.64 4.37 2.46 0.440
H 1.17 2.89 1.80 0.063
C -0.70 -2.68 -6.07 -1.554
C -1.20 -1.54 -5.24 0.696
C -2.23 -0.77 -5.70 -1.015
C -2.66 0.32 -4.96 0.366
C -3.76 1.23 -5.49 -1.536
C -2.11 0.50 -3.69 0.341
C -1.12 -0.32 -3.14 0.764
C -0.65 -1.37 -3.93 -1.401
N -0.66 0.10 -1.86 1.921
C 0.60 -0.53 -1.40 1.701
C 1.75 -0.17 -2.43 -1.242
C 0.44 -2.02 -1.10 -1.723
C 1.07 0.11 -0.05 -2.294
H 0.22 -2.55 -6.61 0.262
H -1.53 -2.84 -6.74 0.464
H -0.61 -3.62 -5.52 0.360
H -2.60 -0.97 -6.72 0.331
H -3.57 2.23 -5.12 0.210
H -4.74 0.92 -5.11 0.310
H -3.78 1.33 -6.58 0.403
H -2.48 1.36 -3.18 0.092
H 0.08 -2.12 -3.68 0.483
H 1.52 -0.42 -3.47 0.359
H 2.73 -0.60 -2.22 0.476
H 1.89 0.89 -2.32 0.141
H -0.26 -2.62 -1.67 0.299
H 0.18 -2.12 -0.04 0.398
H 1.45 -2.44 -1.30 0.460
H 1.90 -0.46 0.34 0.819
H 0.35 0.03 0.75 -0.017
H 1.37 1.14 -0.02 -0.237
```

Calculated largest force on an atom (eV/Å), listed in the same order as above: 2.07 3.74 4.43 2.66